[1]
The following is a quantum chemistry calculation of the molecule C20H28N4O2S, from the OMol25 dataset.

As for the gap between HOMO and LUMO: 8.2932 eV. The calculation puts the total energy at -1546.6697 hartree. As for the HOMO energy: -7.854 eV. The value obtained for the energy relative to the best compared isomer or geometry (same formula, charge and spin) is 10.91 kJ/mol. Its SMILES is CC(C)OCCCNC(=S)Nc1ccc2nc3n(c(=O)c2c1)CCCCC3.

ORCA input file:
```
! wB97M-V def2-TZVPD RIJCOSX def2/J DEFGRID3
* xyz 0 1
C -3.0982 2.1741 -2.4122
H -3.9576 2.8203 -2.2547
H -2.6246 1.9822 -1.4526
H -2.3890 2.6939 -3.0510
C -3.5542 0.8618 -3.0485
C -4.5059 0.1109 -2.1166
H -4.8259 -0.8211 -2.5767
H -3.9987 -0.1202 -1.1832
H -5.3806 0.7191 -1.9044
H -4.0736 1.0842 -3.9908
O -2.4384 0.0126 -3.3241
C -2.1939 -0.2890 -4.6773
C -1.3903 0.7878 -5.4153
C 0.0913 0.7863 -5.0231
N 0.3016 0.9595 -3.6080
C 0.3243 2.1650 -3.0208
S 0.3237 3.5834 -3.8799
N 0.4258 2.2489 -1.6637
C 0.3906 1.2675 -0.6729
C 1.1612 1.4603 0.4639
C 1.1394 0.5289 1.4979
C 0.3340 -0.6178 1.4042
C -0.4644 -0.7869 0.2668
C -0.4449 0.1387 -0.7484
H -1.1198 0.0134 -1.5819
H -1.1066 -1.6515 0.2135
N 0.3048 -1.5494 2.4020
C 1.0282 -1.3687 3.4493
N 1.8403 -0.2858 3.6444
C 1.9528 0.7305 2.6901
O 2.6781 1.6886 2.8780
C 2.6418 -0.1418 4.8468
C 3.7687 -1.1707 4.9342
C 3.3171 -2.5147 5.4980
C 2.2778 -3.2176 4.6299
H 2.0548 -4.1887 5.0760
H 2.6856 -3.3988 3.6334
C 0.9656 -2.4341 4.5002
H 0.1685 -3.1110 4.1922
H 0.6959 -2.0029 5.4667
H 4.1892 -3.1644 5.5985
H 2.9051 -2.3621 6.4990
H 4.5495 -0.7651 5.5799
H 4.1999 -1.3077 3.9402
H 1.9976 -0.2007 5.7283
H 3.0673 0.8641 4.7905
H 1.7908 2.3316 0.5707
H 0.6885 3.1745 -1.3489
H 0.2103 0.1424 -3.0251
H 0.5543 -0.1594 -5.3155
H 0.5962 1.6088 -5.5371
H -1.8142 1.7693 -5.1994
H -1.4630 0.6137 -6.4893
H -3.1435 -0.4616 -5.2022
H -1.6331 -1.2304 -4.6711
*
```

Atom charges from the Löwdin analysis, given in e for atoms 1 to 4: -0.0323, 0.0848, 0.0752, 0.0449

***

[2]
The following is a quantum chemistry calculation of a cluster of 10 separate species, H20O10 in total, from the OMol25 dataset.

As for the gap between HOMO and LUMO: 9.5884 eV. The calculation puts the total energy at -764.3715 hartree. As for the HOMO energy: -9.991 eV. The value obtained for the energy relative to the best compared isomer or geometry (same formula, charge and spin) is 289.90 kJ/mol. Its SMILES is O.O.O.O.O.O.O.O.O.O.

ORCA input file:
```
! wB97M-V def2-TZVPD RIJCOSX def2/J DEFGRID3
* xyz 0 1
O -1.0310 0.9890 1.9258
H -1.0320 1.8836 2.2545
H -1.8918 0.5979 2.1827
O 1.0658 0.1083 3.4421
H 1.0445 0.1272 4.4115
H 0.2140 0.2832 3.0822
O 0.3435 -3.1900 -2.4713
H 0.9348 -3.6777 -1.8384
H 0.7937 -2.4300 -2.8691
O 2.6633 1.0023 -1.3214
H 2.3409 1.9117 -1.4399
H 1.9530 0.5904 -0.7547
O -0.2839 0.4731 -3.6935
H 0.6342 0.1003 -3.5590
H -0.8218 0.0128 -2.9993
O -1.3766 -0.9361 -1.7210
H -2.1905 -0.8240 -1.1677
H -1.4507 -1.8637 -2.0736
O -0.8750 -2.0873 1.6459
H -1.3916 -2.5136 0.9413
H -0.3374 -1.5402 1.0858
O 0.6299 -0.4244 -0.0517
H 0.3662 0.2313 0.5618
H -0.0455 -0.5730 -0.7389
O -1.7753 1.9920 -0.6144
H -2.6071 2.3808 -0.3553
H -1.5022 1.5327 0.2006
O 1.7838 1.9472 1.6089
H 2.3594 2.5263 2.0838
H 1.4854 1.3698 2.2424
*
```

Atom charges from the Löwdin analysis, given in e for atoms 1 to 4: -0.0505, 0.0830, 0.1089, -0.0320

***

Please write out number 1 again, unchanged.
The following is a quantum chemistry calculation of the molecule C20H28N4O2S, from the OMol25 dataset.

As for the gap between HOMO and LUMO: 8.2932 eV. The calculation puts the total energy at -1546.6697 hartree. As for the HOMO energy: -7.854 eV. The value obtained for the energy relative to the best compared isomer or geometry (same formula, charge and spin) is 10.91 kJ/mol. Its SMILES is CC(C)OCCCNC(=S)Nc1ccc2nc3n(c(=O)c2c1)CCCCC3.

ORCA input file:
```
! wB97M-V def2-TZVPD RIJCOSX def2/J DEFGRID3
* xyz 0 1
C -3.0982 2.1741 -2.4122
H -3.9576 2.8203 -2.2547
H -2.6246 1.9822 -1.4526
H -2.3890 2.6939 -3.0510
C -3.5542 0.8618 -3.0485
C -4.5059 0.1109 -2.1166
H -4.8259 -0.8211 -2.5767
H -3.9987 -0.1202 -1.1832
H -5.3806 0.7191 -1.9044
H -4.0736 1.0842 -3.9908
O -2.4384 0.0126 -3.3241
C -2.1939 -0.2890 -4.6773
C -1.3903 0.7878 -5.4153
C 0.0913 0.7863 -5.0231
N 0.3016 0.9595 -3.6080
C 0.3243 2.1650 -3.0208
S 0.3237 3.5834 -3.8799
N 0.4258 2.2489 -1.6637
C 0.3906 1.2675 -0.6729
C 1.1612 1.4603 0.4639
C 1.1394 0.5289 1.4979
C 0.3340 -0.6178 1.4042
C -0.4644 -0.7869 0.2668
C -0.4449 0.1387 -0.7484
H -1.1198 0.0134 -1.5819
H -1.1066 -1.6515 0.2135
N 0.3048 -1.5494 2.4020
C 1.0282 -1.3687 3.4493
N 1.8403 -0.2858 3.6444
C 1.9528 0.7305 2.6901
O 2.6781 1.6886 2.8780
C 2.6418 -0.1418 4.8468
C 3.7687 -1.1707 4.9342
C 3.3171 -2.5147 5.4980
C 2.2778 -3.2176 4.6299
H 2.0548 -4.1887 5.0760
H 2.6856 -3.3988 3.6334
C 0.9656 -2.4341 4.5002
H 0.1685 -3.1110 4.1922
H 0.6959 -2.0029 5.4667
H 4.1892 -3.1644 5.5985
H 2.9051 -2.3621 6.4990
H 4.5495 -0.7651 5.5799
H 4.1999 -1.3077 3.9402
H 1.9976 -0.2007 5.7283
H 3.0673 0.8641 4.7905
H 1.7908 2.3316 0.5707
H 0.6885 3.1745 -1.3489
H 0.2103 0.1424 -3.0251
H 0.5543 -0.1594 -5.3155
H 0.5962 1.6088 -5.5371
H -1.8142 1.7693 -5.1994
H -1.4630 0.6137 -6.4893
H -3.1435 -0.4616 -5.2022
H -1.6331 -1.2304 -4.6711
*
```

Atom charges from the Löwdin analysis, given in e for atoms 1 to 4: -0.0323, 0.0848, 0.0752, 0.0449

***

Which value of gap between HOMO and LUMO does entry 2 give?
9.5884 eV